# C17H28N2PbSi

C17H28N2PbSi as an isolated structure in a non-equilibrium geometry (wB97M-V/def2-TZVPD, the Open Molecules 2025 dataset).

M = 495.71 g mol⁻¹
LUMO level = -10.61 eV
2S+1 = 1
total charge = +2
energy above the lowest of the compared OMol25 structures with the same formula, charge and spin = 0.0 kJ/mol
DFT total energy = -1255.752885 hartree
E_HOMO = -15.58 eV
gap between HOMO and LUMO = 4.98 eV

Structure (XYZ):
```
49
Properties=species:S:1:pos:R:3:forces:R:3
H -1.92656 1.85794 0.67668 0.5 -0.3 0.1
H 0.27237 0.81266 4.27205 0.2 0.2 0.0
H 5.33578 -3.09952 2.68731 -0.2 0.1 0.0
C -1.26735 1.31265 1.37720 0.0 1.1 -0.2
H -2.22020 2.65860 4.08884 0.1 0.3 -0.1
H -1.50267 -2.71086 0.34683 -0.1 -0.1 -0.1
C -1.69882 1.33693 -3.80861 0.3 0.2 0.4
H 1.14931 4.42074 2.18657 -0.1 -0.2 -0.3
C 4.44434 -2.46643 2.74305 0.1 0.0 0.1
C -1.63116 3.38347 3.50824 0.0 -0.2 -0.2
C -1.09777 2.57906 -4.10495 0.0 -0.4 0.5
H -3.19334 -4.06205 -0.89115 0.1 0.5 -0.2
H -1.87022 0.57408 1.93727 0.6 -0.3 -0.6
C 0.83045 1.55173 3.67850 -0.3 -0.3 -0.3
H 0.89125 2.79547 -1.34865 -0.2 -0.1 -0.3
H 1.28084 2.27642 4.37381 -0.1 -0.2 -0.2
H 5.38033 -0.63558 3.43781 -0.1 0.0 -0.2
Pb 0.44784 0.23497 0.25938 -4.3 0.0 -0.5
C -1.89657 -2.35135 -0.59284 -0.3 0.4 -1.1
C -0.15370 3.14128 -3.22493 -0.1 -0.2 0.2
H 0.04020 4.23436 0.80180 0.2 0.0 0.1
H -1.15481 4.10210 4.18901 -0.2 -0.2 -0.1
C 4.81471 -0.99343 2.57203 0.2 -0.2 0.0
H -0.79973 -1.51933 2.09069 -0.2 0.7 -0.6
C -1.33070 0.66992 -2.62561 0.3 0.2 -0.3
C -3.33718 -2.58447 -2.51685 0.6 0.2 0.6
H 3.92682 -0.36160 2.46449 0.0 0.1 0.1
C 0.21930 -1.48008 1.70918 2.2 -1.4 0.2
C 0.68766 3.68997 1.50519 -0.4 -0.2 -0.1
C -2.84514 -1.34578 -2.95914 0.1 0.3 -0.2
H 1.49247 3.20541 0.93078 0.1 0.1 0.1
H -1.36550 3.10660 -5.01525 0.0 -0.1 0.1
H -4.07749 -3.13539 -3.10024 0.3 0.2 0.2
H 0.34305 4.10957 -3.40997 -0.4 -0.7 0.0
H 0.94480 -1.11292 2.43913 -0.1 -0.4 0.1
H 5.44440 -0.84975 1.68942 -0.1 0.0 0.1
C 0.16396 2.42190 -2.07261 -0.4 -0.2 -0.7
C -1.88675 -0.64868 -2.20141 -0.2 -1.0 0.2
H 3.75132 -2.79924 1.96621 0.0 -0.1 0.0
Si -0.33062 2.46897 2.51253 0.0 1.1 1.0
H -2.30347 3.91685 2.82072 0.1 -0.1 0.3
H -2.43789 0.87059 -4.47777 0.5 0.5 0.4
N -0.40127 1.21822 -1.81642 1.1 0.3 0.2
N -1.40328 -1.16926 -1.04214 -0.3 -0.1 0.2
H 1.64797 1.02856 3.15742 0.0 0.1 0.2
H 3.97986 -2.64761 3.71662 0.0 0.0 -0.1
H 0.53883 -2.38165 1.18805 0.1 0.0 0.4
C -2.85387 -3.10132 -1.29690 0.2 0.6 -0.2
H -3.19407 -0.90037 -3.91138 0.2 -0.5 0.8
```
Positions in Å, forces in eV/Å.

---

# C5H10NO4

An isolated ion of composition C5H10NO4 and charge +1 in a non-equilibrium geometry (wB97M-V/def2-TZVPD, the Open Molecules 2025 dataset).

M = 148.14 g mol⁻¹
LUMO level = -3.25 eV
2S+1 = 1
total charge = +1
energy above the lowest of the compared OMol25 structures with the same formula, charge and spin = 128.6 kJ/mol
SMILES = O[C@H]1O[C@]2(O)[NH2+]C[C@H]1CO2
DFT total energy = -551.934414 hartree
E_HOMO = -14.57 eV
gap between HOMO and LUMO = 11.32 eV

Structure (XYZ):
```
20
Properties=species:S:1:pos:R:3:forces:R:3
C -0.51617 -0.03629 1.47567 -0.3 0.5 1.9
H -0.28983 -2.52084 0.00503 0.2 1.7 -0.4
H -1.51715 0.56883 -1.63948 0.2 0.1 -0.5
O 2.38081 1.05869 -0.29522 1.1 1.2 1.8
C -1.03857 -0.41647 0.14977 -2.6 0.0 0.2
C -0.24818 -1.49494 -0.50767 0.7 -2.1 -1.7
H -0.53510 -1.72179 -1.56979 -0.1 0.5 1.0
H 2.83345 1.31960 0.53967 0.3 0.0 -0.7
H 1.87579 -0.97989 -1.32325 -2.3 0.4 -0.4
H -0.40540 -0.90903 2.14880 0.1 0.6 -0.2
H -1.61572 2.60826 -0.33848 1.0 3.8 -1.3
C 1.19679 0.67498 0.07106 -2.9 -1.4 -4.9
O -1.84102 1.77211 -0.09347 -1.8 -2.7 2.4
N 1.17914 -0.97720 -0.52570 2.7 -1.6 0.1
C -1.06131 0.84019 -0.68770 -1.9 -1.6 -1.1
H -1.10268 0.79525 1.97240 0.6 -1.2 -0.6
H 1.80135 -1.68502 -0.02575 -1.2 1.5 0.7
O 0.19328 1.27450 -0.90630 4.9 -0.5 1.7
H -2.11973 -0.68920 0.27665 1.0 -0.1 -0.1
O 0.83024 0.51827 1.27377 0.4 0.9 2.3
```
Positions in Å, forces in eV/Å.

---

# C42H46AsFIrO

C42H46AsFIrO as an isolated structure in a non-equilibrium geometry (wB97M-V/def2-TZVPD, the Open Molecules 2025 dataset).

M = 852.97 g mol⁻¹
LUMO level (spin up / spin down) = -7.26 / -7.83 eV
2S+1 = 2
<S²> = 0.767
total charge = +2
energy above the lowest of the compared OMol25 structures with the same formula, charge and spin = 159.3 kJ/mol
DFT total energy = -4142.598286 hartree
E_HOMO (spin up / spin down) = -13.83 / -13.81 eV
gap between HOMO and LUMO (spin up / spin down) = 6.57 / 5.99 eV

Structure (XYZ):
```
92
Properties=species:S:1:pos:R:3:forces:R:3
C -1.62681 3.19176 4.56348 0.0 0.0 0.0
H -1.25601 -3.99666 4.91843 0.0 0.0 0.0
H 2.12838 -3.06890 0.02656 0.2 0.0 0.0
C -2.56711 -1.30886 3.33650 0.0 0.1 0.0
C -0.96698 -1.94952 -0.77982 -0.2 -0.6 0.0
H 3.59699 -1.60001 3.08192 0.0 0.0 0.0
C 2.12062 3.01803 1.68707 0.0 -0.1 0.0
C -1.88320 -0.43295 -4.75516 0.0 0.0 0.0
H -3.36455 -2.72467 4.72996 0.0 0.0 0.0
C 0.41235 -1.91874 -0.55708 -1.1 0.4 -0.5
C -1.99547 4.48383 2.55897 0.0 0.0 0.0
H -1.41079 1.07295 4.29590 0.0 0.0 0.0
H 0.69859 1.61877 -5.86751 0.0 0.0 0.0
C 0.21915 0.07383 -3.65401 0.0 0.2 -0.6
C 3.34181 0.57207 -0.97538 -0.1 0.2 -0.7
C 3.67448 -1.78289 2.01652 -0.1 0.0 -0.1
Ir 1.13924 -0.08978 -0.75820 2.4 0.7 2.3
C -0.18079 -2.72542 3.56886 0.0 0.0 0.0
C 2.36256 0.60699 3.23123 0.1 0.0 0.0
H 1.36025 -0.85326 -5.93675 0.0 0.0 0.0
H -5.87665 -1.33552 -0.40586 0.0 0.0 0.0
H 2.19776 -0.38181 3.64580 0.0 0.0 0.0
C 2.58791 1.76245 1.01354 0.0 0.0 0.1
H -1.51696 3.14089 5.63860 0.0 0.0 0.0
H 0.74974 -3.26804 3.67955 0.0 0.0 0.0
H -4.15588 1.89045 -2.63635 0.0 0.0 0.0
H -2.76608 -3.14136 -0.65801 0.0 0.0 0.0
H 3.35915 0.22812 -3.13454 0.0 0.0 0.0
H -2.07908 3.38421 0.72419 0.0 0.0 0.0
C -5.08782 -0.60752 -0.54164 0.0 0.0 0.0
C -1.44959 -0.94080 2.58556 0.1 -0.2 0.0
C 3.50452 -0.61474 -0.21146 -0.2 -0.2 -0.4
C -3.05228 1.25575 -0.91312 0.0 0.0 0.0
C -4.11936 1.20936 -1.79598 0.0 0.0 0.0
C -4.02358 -0.57176 0.34838 0.0 0.1 0.0
C -0.41520 -0.02639 -4.97392 0.0 0.0 0.1
H -1.48063 -1.10187 -1.21389 0.0 0.0 0.0
C 2.76239 0.56967 1.78213 -0.1 -0.1 0.0
C -1.56801 2.02679 3.80923 0.0 0.1 -0.1
H -0.85095 2.10187 -5.15626 0.0 0.0 0.0
C -1.82945 4.41375 3.93815 0.0 0.0 0.0
H -2.38998 -0.47955 -5.71989 0.0 0.0 0.0
H 2.44238 2.76942 -2.22096 0.0 0.0 0.0
C 2.60125 3.00400 -1.17158 0.1 -0.1 0.1
C -1.30646 -3.13016 4.27238 0.0 0.0 0.0
C -1.02469 -4.19759 -0.00383 0.0 0.0 0.0
H 3.94728 -2.73388 -0.36341 0.0 -0.1 0.1
H 2.40573 3.04484 2.73494 0.0 0.0 0.0
H -2.39916 0.29469 -4.12685 0.0 0.0 0.0
H 3.13226 1.09733 3.83366 0.0 0.0 0.0
H 2.53239 3.90195 1.20779 0.0 0.0 0.0
H 4.71494 -2.03412 1.80390 0.0 0.0 0.0
C 1.06482 -3.04876 -0.10288 0.0 -0.2 0.0
O -0.10818 0.82540 0.49094 -0.6 -0.4 -0.2
C -0.25234 -1.63259 2.71631 0.0 0.0 0.0
C -5.13963 0.28668 -1.60384 0.0 0.0 0.0
C 0.75270 0.16466 -2.55661 -0.4 -0.5 0.1
As -1.56280 0.52790 1.38015 -0.2 0.0 0.3
H 0.83314 -5.09978 0.53232 0.0 0.0 0.0
H -2.24704 1.96317 -1.07210 0.0 0.0 0.0
C 0.31534 -1.11973 -5.77579 0.1 0.0 0.1
H 3.07727 -2.66603 1.78215 0.0 0.0 0.0
H 0.61527 -1.31508 2.15434 0.0 -0.1 0.0
C 4.14406 -1.80352 -0.87933 0.2 0.1 0.1
H -1.86142 5.31997 4.52914 0.0 0.0 0.0
H -1.94701 -1.41408 -4.28194 0.0 0.0 0.0
C 0.34280 -4.20124 0.18087 0.1 0.0 0.0
C -0.33730 1.31671 -5.71223 0.0 0.0 0.0
F -1.71979 -5.29748 0.28933 0.0 0.0 0.0
H 1.02664 3.07950 1.63428 0.0 0.0 0.0
C 2.83037 1.75600 -0.34865 0.1 0.5 -0.4
C 3.97595 0.66452 -2.35159 0.0 -0.1 0.0
H 3.46027 3.67666 -1.10116 0.0 0.0 0.0
H -2.16926 5.43821 2.08005 0.0 0.0 0.0
H 3.81980 -1.90456 -1.91256 0.0 0.0 0.0
C 3.26925 -0.58729 1.19484 -0.1 0.0 0.2
C -2.49401 -2.41578 4.16702 0.0 0.0 0.0
H -3.47887 -0.72403 3.29862 0.0 -0.1 0.0
H 0.27315 -2.07911 -5.25945 0.0 0.0 0.0
C -1.69713 -3.09294 -0.49439 0.0 0.1 -0.1
H 5.23116 -1.67111 -0.88228 0.0 0.0 0.0
H -5.98367 0.26737 -2.28092 0.0 0.0 0.0
H -0.16919 -1.22457 -6.74690 0.0 0.0 0.0
H -0.81597 1.21433 -6.68641 0.0 0.0 0.0
H -3.97979 -1.27913 1.16472 0.0 0.0 0.0
H 1.72804 3.54725 -0.81731 0.0 0.0 0.0
H 4.92743 0.13418 -2.35114 0.0 0.1 0.0
C -3.01551 0.37043 0.16390 -0.1 0.1 -0.2
C -1.72800 2.10358 2.42790 0.1 0.1 0.0
H 1.44013 1.17695 3.35059 0.0 0.0 0.0
H 4.17492 1.69728 -2.61806 0.0 0.0 0.0
C -1.94423 3.32904 1.79635 0.0 0.0 0.1
```
Positions in Å, forces in eV/Å.